Here is an isolated molecule of O2 from the Open Molecules 2025 dataset. Energies are from ωB97M-V with the def2-TZVPD basis set.

Atoms and positions in Å:
1 O 0.00 0.00 0.75
2 O 0.00 0.00 -0.75

Its frontier orbital gap is 7.68 eV. The SMILES is O=O. Its lowest unoccupied orbital energy is -4.179 eV. The HOMO energy is -11.9 eV. The energy relative to the best compared isomer or geometry (same formula, charge and spin) comes out at 47.6 kcal per mole. As for the total charge: 0. For the strongest force on any atom, the calculation gives 0.1969 Eh/bohr. The molar mass comes out at 32.00 g/mol. The calculation puts the electronic energy at -4087.71632 eV.


Here is an isolated molecule of O3 from the Open Molecules 2025 dataset. Energies are from ωB97M-V with the def2-TZVPD basis set.

Atoms and positions in Å:
1 O -0.31 0.76 0.80
2 O 0.04 -0.36 0.20
3 O 0.27 -0.39 -0.99

Its frontier orbital gap is 9.48 eV. Its lowest unoccupied orbital energy is -2.688 eV. The HOMO energy is -12.2 eV. The energy relative to the best compared isomer or geometry (same formula, charge and spin) comes out at 3.9 kcal per mole. As for the total charge: 0. For the strongest force on any atom, the calculation gives 0.0612 Eh/bohr. The molar mass comes out at 48.00 g/mol. The calculation puts the electronic energy at -6134.78569 eV.